Formula: C29H32N4O5
Source: the OMol25 dataset
Level of theory: ωB97M-V/def2-TZVPD

Relative energy (zero: lowest compared OMol25 entry of this formula, charge and spin) in eV: 0.000
E in eV: -46791.867
Highest occupied orbital energy in hartree: -0.301
Kohn-Sham gap in eV: 8.6998
LUMO energy in hartree: 0.0186
SMILES string: CCO[C@@H]1OC(C(=O)NCc2nc3ccccc3[nH]2)=C[C@H](c2cn(C(C)=O)c3ccccc23)[C@H]1CCCO
Charge: 0

Element x y z (Å)
H1 0.895500 -5.639687 2.851021
C1 3.406942 0.371459 -3.579538
H2 1.034375 3.277478 -0.240718
C2 1.511243 -6.388402 1.163737
H3 -4.567234 0.697867 2.801165
N1 -2.763612 -0.251785 2.369836
C3 -0.740827 5.708683 1.030333
C4 -1.162049 -1.418448 -2.661493
H4 3.311429 -3.037401 -1.670283
H5 -1.179612 2.196588 3.430749
C5 0.407364 -2.927146 -0.287554
C6 1.721649 -0.814471 -0.614552
H6 -3.308662 0.796919 4.072430
C7 -2.604776 -1.670248 -3.089705
H7 -0.335143 2.707790 -1.203996
C8 -1.628350 3.766162 2.030435
O1 -0.856519 0.125474 3.534823
H8 0.630317 0.967313 0.012336
H9 -3.807082 5.009021 -0.286253
C9 -1.448237 -0.422126 2.617066
N2 -1.823300 2.648327 2.795834
C10 -2.793212 3.873648 1.230373
C11 4.086092 -1.941669 -3.342890
C12 2.596308 -1.007445 -1.738755
H10 0.044692 6.442541 0.927383
O2 -1.578345 -1.976812 0.775681
H11 4.663716 -2.773711 -3.717867
O3 2.081400 2.912815 -3.132107
C13 2.645410 0.220681 -2.432204
C14 1.597263 -5.082756 0.366409
H12 0.290804 4.592652 2.556045
H13 2.484056 -4.540817 0.698805
H14 -2.652262 -1.747932 -4.172046
H15 -2.988227 -2.592151 -2.658516
H16 3.439555 1.311690 -4.103630
H17 -3.234989 -0.846780 -2.764614
C15 -2.922631 4.919688 0.323591
H18 0.784403 -3.153431 -1.289433
C16 4.121364 -0.726418 -4.022590
H19 1.134806 -0.638514 2.217044
O4 -1.024374 -1.197629 -1.270765
C17 -3.036266 2.133107 2.433417
H20 -1.684865 -3.112449 -0.855492
H21 0.576066 -6.912117 0.914972
C18 -1.885406 5.824194 0.237996
H22 0.505550 4.198158 -1.655649
N3 -3.638565 2.829125 1.513886
C19 0.634606 3.198881 -1.249202
C20 0.348524 -4.217720 0.536459
H23 0.211206 -3.951907 1.587616
C21 3.329155 -2.096049 -2.199498
C22 -0.749084 -1.271620 1.616602
C23 1.300054 0.471964 -0.659962
C24 -3.504700 0.830041 2.996620
C25 1.311800 -1.868582 0.373976
H24 -3.121431 -0.641927 1.510522
H25 -0.791679 -0.498288 -3.120610
C26 -0.591777 4.681356 1.940058
H26 -1.954647 6.647293 -0.457716
O5 1.618757 -6.201688 2.552454
H27 2.218478 -2.358061 0.746127
H28 2.349241 -7.037168 0.898099
H29 4.723770 -0.638152 -4.914026
N4 1.836326 1.131575 -1.754732
H30 1.723305 -5.332234 -0.688953
H31 -0.524357 -4.799069 0.224379
C27 0.578637 -1.226760 1.505708
C28 -1.008994 -2.341722 -0.451474
H32 -0.516371 -2.246107 -2.982602
C29 1.579963 2.435388 -2.142395

Force components x, y, z for each atom (eV/Å):
H 0.044 -0.069 0.015
C 0.085 0.162 -0.202
H -0.032 -0.018 0.105
C 0.107 0.059 -0.535
H 0.100 0.052 0.037
N -0.202 -0.193 -0.156
C 0.132 0.008 0.073
C -0.081 -0.053 -0.258
H 0.003 -0.123 0.057
H -0.056 -0.049 -0.089
C -0.317 0.132 0.274
C 0.071 0.436 0.226
H -0.154 -0.019 -0.113
C 0.356 0.076 0.272
H -0.096 -0.040 0.083
C -0.381 0.327 -0.470
O 0.105 0.060 0.187
H -0.165 0.118 0.064
H -0.110 0.011 -0.080
C -0.258 -0.114 -0.074
N -0.014 -0.016 0.150
C 0.696 0.041 0.335
C 0.068 -0.178 -0.012
C -0.014 0.417 -0.181
H 0.070 0.058 0.001
O 0.010 0.187 0.424
H 0.048 -0.072 -0.026
O 0.041 -0.031 -0.035
C 0.217 -0.430 -0.144
C -0.265 -0.237 0.313
H 0.105 0.034 0.046
H 0.098 -0.009 -0.049
H -0.050 -0.037 -0.137
H -0.086 -0.094 -0.005
H 0.004 0.024 -0.015
H -0.082 0.075 0.001
C 0.033 -0.065 0.059
H -0.043 0.004 0.010
C -0.013 0.043 -0.003
H -0.071 0.136 0.132
O -0.277 -0.116 0.489
C -0.048 0.075 0.049
H 0.131 0.136 0.071
H 0.106 0.002 -0.043
C -0.087 0.126 -0.156
H 0.035 -0.043 -0.014
N -0.568 -0.372 0.015
C 0.080 0.130 -0.179
C 0.215 0.037 -0.289
H -0.086 -0.004 0.051
C -0.028 0.052 -0.007
C 0.677 -0.135 -0.147
C 0.108 -0.493 0.430
C 0.211 0.038 0.183
C -0.184 0.028 -0.321
H 0.061 0.014 0.033
H 0.047 -0.151 -0.053
C 0.128 -0.007 0.094
H -0.014 0.068 -0.060
O -0.064 0.206 0.476
H -0.055 0.003 0.027
H -0.120 0.008 -0.039
H 0.047 0.025 -0.078
N 0.234 -0.309 -0.184
H 0.035 0.012 -0.089
H -0.048 -0.033 0.060
C -0.324 -0.156 0.094
C 0.131 -0.331 -0.760
H 0.024 0.097 -0.030
C -0.272 0.480 0.097

***

Formula: C5H10O
Source: the OMol25 dataset
Level of theory: ωB97M-V/def2-TZVPD

Relative energy (zero: lowest compared OMol25 entry of this formula, charge and spin) in eV: 1.169
E in eV: -7393.596
Highest occupied orbital energy in hartree: -0.359
Kohn-Sham gap in eV: 10.8090
LUMO energy in hartree: 0.0386
SMILES string: CCCCC=O
Charge: 0

Element x y z (Å)
H1 1.033267 -1.588962 0.167959
C1 -0.210062 0.368824 1.749370
C2 -0.004752 -0.422898 -1.356106
H2 2.098189 -0.527301 -0.753791
H3 -1.710577 -0.924412 -0.123238
H4 -2.092010 0.286188 -1.388396
C3 1.105471 -0.587996 -0.282386
H5 1.559235 0.707673 1.641344
C4 -1.334390 -0.062853 -0.690844
H6 -0.129256 -0.609659 2.271710
C5 0.892038 0.542136 0.757571
O1 -0.999450 1.222725 2.074374
H7 -1.249704 0.745365 0.027629
H8 0.798902 1.488499 0.212436
H9 -0.136409 -1.336472 -1.952693
H10 0.287671 0.347867 -2.081544

Force components x, y, z for each atom (eV/Å):
H -0.015 0.270 0.084
C -0.514 0.163 0.093
C -0.027 0.070 0.035
H -0.281 0.056 0.272
H -0.130 0.104 -0.192
H -0.088 -0.382 -0.273
C -0.089 0.122 0.251
H 1.161 -0.347 -1.209
C -0.226 -0.059 -0.152
H -0.318 0.036 0.111
C 0.188 0.238 0.369
O 0.280 -0.406 0.344
H -0.116 0.016 -0.602
H -0.011 -0.013 0.381
H 0.206 0.109 0.228
H -0.019 0.023 0.260

***

Formula: C27H28BrCl5N4O4SSiSn
Source: the OMol25 dataset
Level of theory: ωB97M-V/def2-TZVPD

E in eV: -199781.311
Highest occupied orbital energy in hartree: -0.515
Kohn-Sham gap in eV: 5.5303
LUMO energy in hartree: -0.3116
Charge: +2

Element x y z (Å)
H1 -11.779921 4.984098 7.594856
Br1 -10.724212 -0.459840 20.318664
Cl1 -14.906435 6.253784 12.579273
N1 -8.892227 1.688896 11.910682
C1 -18.784738 0.742816 12.575140
N2 -10.516791 0.835086 13.213668
N3 -7.846273 3.195212 13.664066
C2 -18.606898 0.210402 14.984442
H2 -16.829643 -2.845023 13.831828
Si1 -15.283394 -1.205503 12.913663
C3 -10.872088 4.884788 7.042576
H3 -10.071628 2.002386 14.963611
C4 -17.361030 -0.386691 14.753825
C5 -8.865510 2.388460 13.121699
H4 -19.380435 0.979660 11.646504
H5 -16.929858 0.560571 11.525706
H6 -14.132300 -1.215261 16.727723
H7 -16.145310 -1.023447 10.546710
H8 -10.184806 -1.317039 15.323487
H9 -10.245365 5.759278 7.238917
C6 -19.323533 0.728917 13.901981
C7 -15.424678 -1.683283 11.033610
C8 -9.819353 1.795875 13.946651
H10 -9.311973 -1.065326 17.652731
H11 -15.100035 -3.242705 14.414817
H12 -11.118765 4.935686 5.936678
H13 -20.358279 1.070118 14.041386
C9 -8.490864 2.228275 9.382389
C10 -14.576902 4.582705 12.638549
H14 -9.554247 -1.193136 11.214632
C11 -13.097566 -1.234575 16.997070
C12 -13.840628 2.757376 14.077831
C13 -14.280764 4.057829 13.932462
C14 -14.046950 2.441123 11.661784
Cl2 -14.235882 5.100199 15.306429
H15 -16.885902 -0.908369 15.533158
C15 -9.861843 0.737180 12.060636
C16 -17.487711 0.359774 12.410046
C17 -13.661881 1.947559 12.950949
Cl3 -13.979939 1.364138 10.311468
C18 -10.214103 -0.275616 11.099885
C19 -11.316244 -0.953101 18.601359
H16 -14.446057 -1.509236 10.543358
C20 -7.934402 2.006660 10.781256
O1 -10.837233 3.345400 9.886380
O2 -7.997233 3.568030 14.857795
S1 -9.635319 3.615524 9.130515
H17 -7.202169 1.162640 10.786812
H18 -19.056390 0.264197 15.966182
H19 -10.605455 2.651652 7.201900
H20 -9.083606 3.631265 6.876536
C21 -12.661600 -1.062552 18.320335
C22 -16.787532 -0.228238 13.470483
N4 -12.202950 -1.268618 15.989218
H21 -11.313161 -0.595570 11.239960
Cl4 -14.787965 4.468137 9.940242
O3 -6.904594 3.587086 12.956316
H22 -7.443046 2.904250 11.090333
H23 -13.413687 -0.880816 19.044157
H24 -15.816580 -2.694306 10.907561
C23 -10.111207 3.628680 7.355017
H25 -7.613995 2.389747 8.754691
Cl5 -13.353611 2.231780 15.609253
Sn1 -12.825388 -0.037605 13.793075
O4 -8.846677 4.818889 9.380246
H26 -9.932659 0.027304 10.065342
C24 -15.742006 -2.928548 13.567822
H27 -15.591646 -3.761071 12.840205
H28 -8.948687 1.333510 8.978750
C25 -10.846788 -1.257835 16.233943
C26 -10.404878 -1.073967 17.511500
C27 -14.496665 3.799739 11.499989

Force components x, y, z for each atom (eV/Å):
H -0.648 -0.062 0.406
Br -0.113 -0.309 -0.522
Cl -0.217 0.010 -0.463
N -0.252 0.149 0.630
C -1.809 0.142 0.337
N 0.666 0.479 1.289
N 1.878 3.260 1.599
C 0.190 -0.051 -0.753
H 1.118 -0.284 -0.013
Si -2.672 -2.745 -1.229
C 0.259 0.606 -1.708
H 0.095 0.297 0.281
C -0.851 1.585 -1.386
C -1.855 -2.558 1.259
H 0.525 0.162 1.481
H -0.115 -0.027 -0.834
H -0.498 -0.091 -0.033
H 0.255 0.094 -0.011
H -0.688 0.033 1.297
H -0.085 -0.145 0.086
C -0.246 -0.102 -1.421
C 1.110 1.680 -0.061
C -0.264 0.364 -1.407
H -0.695 0.158 0.260
H -0.809 0.067 0.088
H 0.254 -0.270 1.275
H 0.576 -0.064 0.041
C -0.192 -0.647 -0.429
C 0.277 0.141 1.412
H -0.837 0.845 0.294
C 2.294 0.630 0.059
C -0.330 1.034 -2.383
C 0.104 0.680 -0.332
C 0.112 0.477 1.680
Cl -0.263 -0.110 -0.217
H 0.710 -0.538 0.845
C 0.157 1.291 -0.474
C 1.017 0.159 0.989
C -0.040 -0.121 -0.084
Cl 0.168 0.158 0.127
C -0.084 -2.157 -1.710
C 0.718 0.312 -0.945
H -0.630 -0.505 -0.088
C -0.351 -1.113 0.251
O 0.068 -0.251 0.439
O 0.040 -1.291 -2.586
S 0.535 1.576 -0.345
H -0.459 0.770 -0.265
H 0.068 -0.280 0.054
H 0.030 0.615 -0.187
H -1.251 -0.101 0.129
C -0.458 -0.043 -1.015
C 0.924 0.068 0.585
N 0.319 0.537 -0.808
H 1.732 0.534 -0.643
Cl -0.007 -0.342 0.474
O -1.479 -1.056 0.881
H 0.375 0.322 0.256
H -0.427 -0.145 0.832
H 0.461 0.040 0.400
C 2.175 -1.109 0.651
H -0.007 0.307 -0.020
Cl 0.577 -1.309 0.922
Sn -0.169 1.069 -1.081
O -0.803 -1.207 0.064
H -0.971 -0.112 0.674
C 0.922 -0.646 0.895
H -0.133 0.929 0.272
H -0.303 -0.129 -0.120
C -1.540 0.351 -0.809
C 1.165 -0.438 0.978
C 0.680 -1.576 -0.112

***

Formula: C12H20F6IrNO9S2
Source: the OMol25 dataset
Level of theory: ωB97M-V/def2-TZVPD

Relative energy (zero: lowest compared OMol25 entry of this formula, charge and spin) in eV: 0.000
E in eV: -73464.245
Highest occupied orbital energy (alpha / beta) in hartree: -0.752 / -0.752
Kohn-Sham gap (alpha / beta) in eV: 9.8445 / 7.1528
LUMO energy (alpha / beta) in hartree: -0.3903 / -0.4891
Multiplicity: 2
Charge: +3

Element x y z (Å)
H1 2.400434 2.690487 -1.142230
H2 -3.258015 0.849793 1.264558
F1 -3.034579 -3.257774 -0.322402
C1 1.059111 -0.015381 2.663632
H3 -1.587387 0.820530 3.175387
O1 0.127495 -4.424838 1.159184
F2 2.719437 -3.151561 0.427452
O2 -1.259594 -5.915359 -0.387970
O3 2.225362 0.837948 0.642291
H4 -0.474093 2.723060 -3.426213
H5 -3.416643 0.450061 -1.436382
N1 -0.321710 -3.606232 -0.925989
C2 2.384487 -2.903501 -0.822293
H6 0.349641 4.316864 -1.534103
H7 -1.850591 1.048437 -3.454469
H8 2.051648 2.521479 1.878148
H9 2.068229 4.093626 -0.077249
F3 3.067506 -1.878728 -1.291640
F4 2.489640 -3.955081 -1.573397
C3 -2.508565 -3.828850 0.746805
O4 0.056693 0.727925 1.889092
H10 -2.664006 2.061173 -1.309516
H11 2.672443 -0.959789 1.531880
H12 1.176553 2.424217 -2.880614
C4 -2.472432 0.990996 -1.382976
Ir1 0.258429 0.642540 -0.113723
S1 0.584018 -2.321995 -0.859700
H13 -1.157907 3.484454 -1.135278
C5 -0.111975 3.340187 -1.389092
H14 1.122042 0.474894 3.632979
H15 3.605747 2.358074 0.996144
C6 2.375485 0.029736 1.858834
C7 2.523594 2.246501 0.933834
C8 -2.205601 1.095244 1.119212
F5 -3.311195 -4.700844 1.270603
H16 3.180668 0.472157 2.441055
H17 -1.480999 -0.656411 2.156514
C9 0.133893 2.430912 -2.570161
H18 0.718442 -1.042784 2.773266
O5 -1.772601 0.549365 -0.176947
H19 -1.459913 -0.462979 -2.614157
F6 -2.171896 -2.886195 1.625983
H20 -2.065805 2.178253 1.104453
C10 1.955799 3.017495 -0.201604
O6 -0.183402 1.068205 -2.185327
S2 -0.929074 -4.689880 0.201628
C11 -1.362838 0.426664 2.184687
O7 0.512631 2.710355 -0.220382
O8 0.401054 -1.433762 0.338097
C12 -1.536970 0.613338 -2.506671
O9 0.377294 -1.603034 -2.075248

Force components x, y, z for each atom (eV/Å):
H -0.003 0.091 -0.030
H 0.002 0.012 0.010
F 0.005 -0.022 -0.018
C -0.085 0.044 -0.057
H -0.043 0.009 -0.016
O -0.049 -0.235 0.045
F -0.008 -0.012 -0.020
O 0.099 -0.020 0.128
O 0.064 -0.220 0.007
H 0.020 -0.041 -0.016
H -0.001 0.004 -0.048
N -0.110 -0.508 0.630
C 0.006 -0.092 0.227
H -0.061 0.019 0.012
H 0.045 0.003 -0.006
H 0.031 0.003 0.010
H -0.009 -0.015 0.070
F -0.020 -0.015 0.044
F 0.001 0.031 -0.036
C -0.006 -0.050 0.053
O -0.173 -0.135 -0.106
H -0.034 -0.017 0.006
H 0.004 0.004 0.008
H -0.006 -0.039 -0.015
C 0.085 0.027 0.051
Ir 0.231 1.386 1.054
S -0.083 0.540 -0.818
H 0.001 -0.036 -0.013
C 0.130 -0.051 -0.086
H 0.053 -0.005 -0.008
H -0.003 -0.006 -0.002
C 0.017 -0.018 -0.019
C -0.040 -0.024 0.013
C 0.018 -0.022 0.004
F 0.026 -0.011 0.033
H 0.045 -0.053 -0.028
H -0.003 0.009 0.065
C -0.128 0.140 -0.018
H -0.008 0.018 0.090
O 0.016 -0.229 0.348
H 0.004 -0.005 -0.031
F -0.007 0.005 -0.013
H -0.044 0.003 -0.002
C 0.015 -0.098 -0.018
O 0.199 -0.404 -0.197
S 0.025 0.528 -0.441
C 0.153 -0.085 -0.062
O -0.157 -0.024 -0.173
O -0.302 -0.061 -0.458
C -0.060 0.013 -0.013
O 0.149 -0.337 -0.143